68
Properties=species:S:1:pos:R:3:forces:R:3 method="wB97M-V/def2-TZVPD" multiplicity=4 homo_energy_ev="-17.36 / -17.36" relative_energy_ev=0.000 e_tot_ha=-2807.677985 gap_ev="7.3 / 7.5" total_charge=+3
Nd 1.2012 -1.0311 0.3266 -2.276 0.026 -0.813
P -0.8072 0.3506 -1.3879 -0.495 0.639 -0.072
P -0.9341 -2.8371 0.9888 -1.013 -0.662 0.794
P 1.3481 -2.2503 -2.3540 0.452 -0.480 -0.641
H 3.1609 3.9664 1.3535 0.013 -0.366 -0.585
C 3.3399 3.4899 0.3746 -0.142 0.007 -0.284
C 2.5260 3.6812 -0.6782 0.059 -0.813 0.384
H 1.5536 4.1866 -0.5974 0.666 0.133 -0.025
C -1.4347 1.7396 -0.3734 -0.137 0.299 -0.211
C -2.3558 -0.4521 -1.9207 0.017 -0.409 0.061
C -0.2966 1.1994 -2.9193 0.390 0.005 -0.104
C -0.2453 -3.8213 2.3853 0.229 0.037 -0.169
C -2.3006 -1.9199 1.8165 0.020 0.049 0.021
C -1.8102 -4.0724 -0.0407 0.207 -0.018 -0.242
C 2.5972 -1.4818 -3.4575 0.112 0.289 0.038
C 0.0315 -2.8050 -3.4921 -0.445 0.033 -0.008
C 2.2025 -3.8225 -1.9438 0.014 -0.154 0.319
H 4.2664 2.8887 0.2828 -0.557 0.617 0.006
H 2.7697 3.2477 -1.6625 -0.097 0.297 0.508
H -0.6056 2.3795 -0.0371 -0.212 -0.045 -0.119
H -2.0177 1.3696 0.4819 0.029 0.095 -0.127
H -2.0994 2.3657 -0.9821 0.055 -0.085 0.204
H -2.9665 -0.7314 -1.0551 0.073 0.062 -0.195
H -2.1214 -1.3607 -2.4878 -0.158 0.204 0.082
H -2.9283 0.2306 -2.5625 0.138 -0.135 0.201
H 0.4534 1.9672 -2.6949 -0.122 -0.125 -0.057
H -1.1630 1.6745 -3.4006 0.204 -0.131 0.189
H 0.1506 0.4851 -3.6219 -0.137 0.174 0.106
H -0.9975 -4.5302 2.7686 0.284 0.277 -0.108
H 0.0642 -3.1463 3.1986 -0.123 -0.237 -0.152
H 0.6400 -4.3792 2.0417 -0.306 0.027 0.189
H -2.9510 -2.6369 2.3476 0.220 0.307 -0.227
H -2.8961 -1.3722 1.0725 0.105 -0.191 0.255
H -1.9030 -1.1970 2.5478 -0.120 -0.288 -0.224
H -2.3576 -4.7840 0.6031 0.233 0.350 -0.268
H -1.0703 -4.6208 -0.6465 -0.356 0.070 0.215
H -2.5183 -3.5677 -0.7169 0.234 -0.186 0.236
H 3.1800 -2.2684 -3.9566 -0.271 0.252 0.007
H 3.2900 -0.8709 -2.8613 -0.173 -0.107 -0.318
H 2.1244 -0.8416 -4.2127 0.149 -0.128 0.177
H 0.4319 -3.4793 -4.2614 0.037 0.197 0.214
H -0.4504 -1.9552 -3.9973 0.215 -0.212 0.133
H -0.7476 -3.3485 -2.9355 0.261 0.131 -0.146
H 2.9701 -4.0296 -2.7009 -0.263 -0.101 0.189
H 1.4794 -4.6458 -1.9147 0.206 0.090 0.019
H 2.7015 -3.7527 -0.9657 -0.107 -0.212 -0.287
C 5.3962 -1.1788 -0.1401 1.437 0.166 -0.139
C 6.1284 -2.2902 0.3141 -0.331 -0.444 0.336
C 7.5167 -2.2796 0.3061 -0.095 0.101 -0.055
C 8.2066 -1.1510 -0.1610 -0.146 -0.272 0.079
C 7.4882 -0.0673 -0.6732 -0.218 0.376 -0.188
C 6.0940 -0.0787 -0.6842 -0.047 0.060 0.102
S 3.6789 -1.2234 -0.1205 0.362 0.789 0.974
H 3.0965 -0.5036 1.0403 2.326 -0.270 -0.478
H 5.5799 -3.1623 0.6767 0.293 0.202 -0.015
H 8.0564 -3.1541 0.6703 -0.129 0.286 -0.103
H 9.3034 -1.1358 -0.1332 -0.535 0.039 -0.067
H 8.0150 0.8083 -1.0760 -0.265 -0.473 0.211
H 5.5314 0.7532 -1.0962 0.163 0.014 0.054
C -0.8511 1.8385 3.4992 0.021 -0.182 0.408
C 0.5127 1.2963 3.1292 0.150 0.240 -0.143
O 0.4860 0.7569 1.7379 -0.755 -0.151 -0.411
H -1.1927 2.6515 2.8531 0.241 -0.004 -0.014
H -0.8031 2.2335 4.5216 0.004 -0.018 -0.219
H -1.6196 1.0599 3.5074 0.121 -0.015 -0.022
H 1.2937 2.0617 3.1409 -0.203 -0.064 -0.031
H 0.8426 0.4606 3.7445 -0.171 0.059 0.126
H -0.3166 1.1305 1.3044 0.664 -0.016 0.429